1.
The following is a DFT calculation (ωB97M-V with the def2-TZVPD basis set) of C19H10CoIN4O2SSe3Te as an isolated structure.

Properties
Multiplicity: 2
Expectation value of S²: 0.83
Total charge: -1
HOMO-LUMO gap (alpha / beta) (eV): 5.1 / 5.1

Geometry (Å):
Co (-0.26, 0.26, 0.65)
Se (-1.56, 1.87, 1.89)
Se (-2.40, 3.37, 0.28)
Te (-0.51, 3.51, -1.37)
Se (-0.37, 1.07, -1.85)
S (6.81, -0.36, -1.52)
N (5.61, -1.45, -1.54)
C (4.56, -0.87, -1.00)
C (3.25, -1.48, -0.81)
C (2.92, -2.78, -1.19)
C (1.64, -3.23, -0.95)
C (0.71, -2.38, -0.35)
N (1.02, -1.13, -0.01)
C (2.27, -0.69, -0.23)
C (2.52, 0.68, 0.21)
N (1.46, 1.30, 0.77)
C (1.63, 2.56, 1.17)
C (2.85, 3.23, 1.03)
C (3.92, 2.60, 0.46)
C (3.76, 1.28, 0.03)
C (4.80, 0.48, -0.59)
N (6.03, 0.88, -0.83)
H (3.67, -3.41, -1.65)
H (1.35, -4.23, -1.21)
H (-0.30, -2.68, -0.13)
H (0.76, 3.02, 1.63)
H (2.91, 4.26, 1.36)
H (4.88, 3.09, 0.34)
I (-7.81, 1.05, -1.07)
C (-6.08, 0.17, -0.29)
C (-6.20, -0.82, 0.67)
C (-5.05, -1.41, 1.18)
C (-3.79, -1.01, 0.73)
C (-3.70, -0.02, -0.23)
C (-4.84, 0.57, -0.76)
C (-2.57, -1.70, 1.31)
O (-2.74, -2.74, 1.93)
O (-1.41, -1.20, 1.08)
H (-7.17, -1.13, 1.03)
H (-5.10, -2.19, 1.92)
H (-2.73, 0.31, -0.60)
H (-4.75, 1.35, -1.50)

---

2.
The following is a DFT calculation (ωB97M-V with the def2-TZVPD basis set) of C19H11BrF5FeNO2Se as an isolated structure at a distorted geometry.

Properties
Multiplicity: 6
Expectation value of S²: 8.78
Total charge: +1
HOMO-LUMO gap (alpha / beta) (eV): 8.1 / 5.3

Geometry (Å):
Fe (0.35, -0.86, -0.90)
C (4.63, -1.11, -0.67)
C (3.21, -1.16, -0.16)
O (2.32, -1.26, -1.03)
C (2.95, -1.09, 1.25)
C (4.03, -1.06, 2.17)
C (3.82, -0.98, 3.52)
C (2.51, -0.95, 4.01)
C (1.44, -0.99, 3.15)
C (1.62, -1.04, 1.76)
O (0.56, -1.04, 1.00)
H (4.61, -1.10, -1.75)
H (5.18, -1.98, -0.33)
H (5.14, -0.22, -0.29)
H (5.04, -1.12, 1.80)
H (4.66, -0.95, 4.20)
H (2.33, -0.91, 5.08)
H (0.42, -0.98, 3.51)
Br (0.79, 5.87, -1.03)
C (0.68, 4.00, -1.02)
C (-0.01, 3.35, -0.01)
C (-0.06, 1.97, -0.04)
N (0.53, 1.25, -1.01)
C (1.19, 1.89, -1.98)
C (1.29, 3.26, -2.03)
H (-0.49, 3.90, 0.78)
H (-0.57, 1.41, 0.73)
H (1.66, 1.27, -2.73)
H (1.83, 3.75, -2.83)
F (-7.87, -0.99, -1.38)
C (-6.55, -1.04, -1.32)
C (-5.82, 0.14, -1.32)
F (-6.45, 1.31, -1.38)
C (-4.45, 0.09, -1.27)
F (-3.76, 1.22, -1.26)
C (-3.79, -1.15, -1.21)
Se (-1.95, -1.21, -1.09)
C (-4.54, -2.33, -1.21)
F (-3.94, -3.50, -1.16)
C (-5.91, -2.27, -1.27)
F (-6.63, -3.39, -1.27)

---

3.
The following is a DFT calculation (ωB97M-V with the def2-TZVPD basis set) of C19H11CrF2N3O7 as an isolated structure.

Properties
Multiplicity: 5
Expectation value of S²: 6.05
Total charge: -2
HOMO-LUMO gap (alpha / beta) (eV): 5.0 / 6.6

Geometry (Å):
Cr (0.71, -0.52, 0.11)
O (-0.95, 1.63, -3.52)
C (-2.23, 1.29, -3.32)
C (-3.16, 1.68, -4.29)
C (-4.50, 1.38, -4.15)
C (-4.94, 0.67, -3.03)
C (-4.02, 0.28, -2.07)
C (-2.67, 0.58, -2.18)
C (-1.71, 0.15, -1.13)
O (-0.42, 0.29, -1.38)
N (-2.19, -0.36, -0.03)
N (-1.14, -0.74, 0.77)
C (-1.28, -1.22, 1.99)
C (-0.09, -1.51, 2.67)
C (0.00, -2.00, 4.00)
C (1.21, -2.18, 4.59)
C (2.40, -1.90, 3.87)
C (2.27, -1.44, 2.57)
N (1.09, -1.26, 1.97)
H (-0.44, 1.25, -2.75)
H (-2.80, 2.23, -5.15)
H (-5.20, 1.69, -4.91)
H (-5.99, 0.42, -2.92)
H (-4.33, -0.28, -1.19)
H (-2.27, -1.36, 2.43)
H (-0.92, -2.20, 4.54)
H (1.27, -2.54, 5.61)
H (3.38, -2.02, 4.30)
H (3.14, -1.22, 1.97)
O (5.15, 3.71, 0.58)
C (4.25, 2.90, 0.50)
C (2.88, 3.02, 1.12)
O (2.49, 3.95, 1.80)
C (2.16, 1.80, 0.73)
C (3.02, 0.97, -0.05)
O (2.57, -0.16, -0.48)
C (4.33, 1.56, -0.22)
O (5.31, 1.12, -0.79)
O (0.98, 1.44, 0.99)
F (-0.24, -2.56, -1.74)
C (0.74, -2.39, -0.74)
F (0.48, -3.44, 0.17)
H (1.67, -2.69, -1.23)

---

4.
The following is a DFT calculation (ωB97M-V with the def2-TZVPD basis set) of C19H11MnN3O5S3 as an isolated structure.

Properties
Multiplicity: 4
Expectation value of S²: 4.25
HOMO-LUMO gap (alpha / beta) (eV): 6.1 / 7.4

Geometry (Å):
Mn (0.17, -0.61, -0.05)
C (0.78, -1.52, 4.09)
C (1.12, -1.24, 2.66)
O (0.16, -1.19, 1.87)
C (2.50, -1.05, 2.26)
C (3.53, -1.09, 3.22)
C (4.84, -0.95, 2.87)
C (5.17, -0.79, 1.52)
C (4.20, -0.76, 0.55)
C (2.84, -0.88, 0.89)
O (1.98, -0.84, -0.10)
H (-0.29, -1.69, 4.17)
H (1.06, -0.67, 4.71)
H (1.32, -2.40, 4.46)
H (3.27, -1.21, 4.26)
H (5.61, -0.97, 3.63)
H (6.21, -0.69, 1.23)
H (4.44, -0.64, -0.49)
S (0.02, -0.32, -2.35)
C (-0.65, -1.91, -2.47)
S (-0.53, -2.65, -0.92)
C (-1.19, -2.47, -3.59)
C (-1.70, -3.80, -3.55)
N (-2.11, -4.87, -3.49)
C (-1.25, -1.72, -4.80)
N (-1.29, -1.10, -5.77)
O (-3.24, -0.70, -1.25)
C (-2.67, 0.22, -0.75)
N (-1.70, 0.12, 0.27)
S (-1.18, 1.58, 0.75)
O (-1.57, 1.99, 2.06)
O (0.27, 1.47, 0.51)
C (-2.03, 2.53, -0.46)
C (-2.02, 3.89, -0.69)
C (-2.87, 4.36, -1.68)
C (-3.70, 3.49, -2.40)
C (-3.70, 2.13, -2.14)
C (-2.85, 1.65, -1.15)
H (-1.39, 4.56, -0.13)
H (-2.89, 5.42, -1.91)
H (-4.34, 3.89, -3.17)
H (-4.33, 1.44, -2.68)

---

5.
The following is a DFT calculation (ωB97M-V with the def2-TZVPD basis set) of C19H12AuNO4 as an isolated structure.

Properties
Multiplicity: 1
Total charge: -2
HOMO-LUMO gap (eV): 4.7

Geometry (Å):
Au (-0.02, 0.06, -0.36)
O (-3.40, -1.49, -2.27)
C (-2.24, -1.25, -1.94)
O (-1.95, -0.38, -1.02)
C (-1.05, -2.05, -2.65)
O (-1.39, -2.80, -3.58)
O (0.11, -1.83, -2.21)
C (2.86, 4.34, 1.96)
C (1.58, 4.11, 1.42)
C (1.26, 2.88, 0.92)
C (2.18, 1.81, 0.90)
C (1.81, 0.54, 0.32)
C (2.82, -0.41, 0.28)
C (4.11, -0.18, 0.81)
C (4.45, 1.02, 1.38)
C (3.48, 2.05, 1.43)
C (3.79, 3.33, 1.97)
H (3.12, 5.31, 2.37)
H (0.84, 4.91, 1.44)
H (0.28, 2.67, 0.50)
H (2.61, -1.37, -0.18)
H (4.85, -0.98, 0.77)
H (5.44, 1.20, 1.78)
H (4.78, 3.49, 2.38)
N (-1.22, 0.53, 2.30)
C (-1.00, 1.50, 2.88)
C (-0.71, 2.71, 3.61)
C (-1.61, 3.77, 3.56)
C (-1.31, 4.95, 4.24)
C (-0.13, 5.06, 4.96)
C (0.77, 4.00, 4.99)
C (0.48, 2.82, 4.32)
H (-2.52, 3.68, 2.99)
H (-2.00, 5.78, 4.19)
H (0.11, 5.98, 5.48)
H (1.71, 4.09, 5.52)
H (1.19, 2.01, 4.30)

---

6.
The following is a DFT calculation (ωB97M-V with the def2-TZVPD basis set) of C19H13AuBr2N4O as an isolated structure at a distorted geometry.

Properties
Multiplicity: 1
HOMO-LUMO gap (eV): 5.7

Geometry (Å):
Au (-0.04, -0.04, 0.08)
O (-1.63, -0.94, -1.12)
C (-2.60, -1.69, -0.74)
C (-3.49, -2.13, -1.76)
C (-4.57, -2.93, -1.51)
C (-4.83, -3.35, -0.20)
C (-4.00, -2.94, 0.81)
C (-2.88, -2.12, 0.60)
C (-2.07, -1.76, 1.73)
N (-0.98, -1.00, 1.76)
C (-0.55, -0.92, 3.05)
C (-1.38, -1.64, 3.84)
N (-2.33, -2.16, 3.01)
H (-3.26, -1.80, -2.76)
H (-5.21, -3.24, -2.32)
H (-5.68, -3.98, 0.00)
H (-4.23, -3.28, 1.81)
H (0.32, -0.35, 3.30)
H (-1.38, -1.83, 4.90)
H (-3.10, -2.75, 3.30)
Br (2.20, 6.49, -0.46)
C (1.57, 4.70, -0.34)
C (0.24, 4.45, -0.03)
C (-0.16, 3.13, 0.05)
N (0.66, 2.11, -0.15)
C (1.95, 2.34, -0.45)
C (2.44, 3.65, -0.56)
C (2.77, 1.16, -0.66)
C (4.13, 1.22, -0.99)
C (4.83, 0.04, -1.16)
Br (6.68, 0.08, -1.59)
C (4.18, -1.18, -1.02)
C (2.83, -1.15, -0.70)
N (2.16, -0.03, -0.52)
H (-0.46, 5.26, 0.14)
H (-1.18, 2.88, 0.28)
H (3.47, 3.84, -0.80)
H (4.64, 2.16, -1.10)
H (4.70, -2.11, -1.15)
H (2.27, -2.06, -0.58)

---

7.
The following is a DFT calculation (ωB97M-V with the def2-TZVPD basis set) of C19H13Br2MoNO6S as an isolated structure at a distorted geometry.

Properties
Multiplicity: 3
Expectation value of S²: 2.10
Total charge: +2
HOMO-LUMO gap (alpha / beta) (eV): 6.0 / 5.4

Geometry (Å):
Mo (0.70, -2.85, 0.71)
O (1.22, -1.96, 2.53)
C (2.23, -1.35, 2.89)
C (3.33, -1.05, 2.01)
C (4.35, -0.22, 2.49)
C (5.37, 0.10, 1.63)
C (5.43, -0.38, 0.34)
C (4.43, -1.22, -0.13)
C (3.39, -1.55, 0.71)
O (2.44, -2.41, 0.21)
N (6.44, 1.01, 2.11)
O (6.46, 1.25, 3.30)
O (7.27, 1.35, 1.30)
H (2.29, -1.02, 3.93)
H (4.35, 0.17, 3.50)
H (6.26, -0.09, -0.29)
H (4.46, -1.63, -1.13)
Br (1.40, -5.29, 2.01)
C (-0.28, -5.26, 2.96)
Br (-1.43, -3.92, 2.18)
H (-0.09, -4.98, 3.99)
H (-0.76, -6.22, 2.84)
C (-6.43, 4.46, -3.93)
C (-5.90, 3.83, -2.69)
O (-6.47, 3.20, -1.87)
S (-4.04, 4.21, -2.52)
C (-3.32, 2.85, -1.82)
C (-1.90, 2.94, -1.71)
C (-1.17, 1.90, -1.22)
C (-1.83, 0.71, -0.81)
C (-3.25, 0.63, -0.87)
C (-3.98, 1.67, -1.36)
C (-1.08, -0.37, -0.37)
C (-0.40, -1.32, 0.04)
H (-5.97, 3.99, -4.80)
H (-6.16, 5.52, -3.95)
H (-7.51, 4.35, -3.97)
H (-1.40, 3.84, -2.04)
H (-0.09, 1.98, -1.15)
H (-3.74, -0.26, -0.53)
H (-5.06, 1.60, -1.39)
O (0.13, -4.35, -2.04)
C (0.32, -3.82, -1.07)

---

8.
The following is a DFT calculation (ωB97M-V with the def2-TZVPD basis set) of C19H13Cl5N3O6SeZn as an isolated structure at a distorted geometry.

Properties
Multiplicity: 1
Total charge: -1
HOMO-LUMO gap (eV): 7.1

Geometry (Å):
Zn (8.23, 8.25, 11.18)
O (11.94, 6.80, 13.01)
C (10.71, 6.88, 12.48)
O (10.26, 7.95, 12.20)
C (10.07, 5.54, 12.23)
O (8.90, 5.58, 11.45)
C (7.75, 5.18, 12.16)
C (7.17, 6.26, 13.15)
O (6.56, 5.87, 14.10)
O (7.40, 7.50, 12.87)
H (12.18, 7.79, 13.13)
H (9.93, 5.12, 13.23)
H (10.90, 4.92, 11.82)
H (7.92, 4.24, 12.67)
H (7.02, 4.98, 11.38)
Cl (5.27, 7.90, 10.04)
C (6.49, 7.14, 9.05)
C (7.78, 7.33, 9.45)
C (8.74, 6.82, 8.53)
Cl (10.32, 7.16, 9.00)
C (8.42, 6.20, 7.36)
Cl (9.70, 5.67, 6.29)
C (7.02, 5.97, 7.08)
Cl (6.43, 5.20, 5.64)
C (6.06, 6.47, 7.96)
Cl (4.39, 6.29, 7.55)
O (10.23, 11.80, 11.23)
C (9.32, 11.06, 11.20)
N (8.42, 10.24, 11.31)
C (7.52, 12.02, 14.25)
N (7.56, 10.68, 14.78)
C (6.45, 9.94, 15.10)
Se (4.72, 10.56, 15.08)
N (6.88, 8.74, 15.36)
C (8.27, 8.64, 15.24)
C (9.15, 7.62, 15.64)
C (10.51, 7.91, 15.57)
C (10.93, 9.21, 15.06)
C (10.04, 10.21, 14.65)
C (8.71, 9.93, 14.89)
H (6.64, 12.59, 14.72)
H (7.44, 12.00, 13.16)
H (8.50, 12.48, 14.44)
H (6.25, 7.96, 15.43)
H (8.71, 6.66, 15.89)
H (11.26, 7.11, 15.75)
H (11.97, 9.47, 15.03)
H (10.42, 11.13, 14.23)

---

9.
The following is a DFT calculation (ωB97M-V with the def2-TZVPD basis set) of C19H13ClN5O5SY as an isolated structure at a distorted geometry.

Properties
Multiplicity: 1
HOMO-LUMO gap (eV): 8.0

Geometry (Å):
Y (0.01, 0.31, 0.22)
N (2.76, 2.97, -2.30)
C (2.13, 2.21, -1.38)
S (0.37, 2.34, -1.45)
N (2.92, 1.52, -0.60)
N (2.23, 0.74, 0.34)
C (2.97, 0.10, 1.17)
C (2.52, -0.74, 2.29)
C (3.52, -1.49, 2.92)
C (3.24, -2.30, 4.00)
C (1.93, -2.38, 4.47)
C (0.93, -1.64, 3.87)
C (1.20, -0.82, 2.78)
O (0.21, -0.12, 2.22)
H (2.24, 3.51, -2.96)
H (3.77, 2.92, -2.36)
H (4.05, 0.21, 1.04)
H (4.54, -1.41, 2.55)
H (4.03, -2.88, 4.47)
H (1.69, -3.01, 5.31)
H (-0.09, -1.68, 4.23)
O (-3.80, -4.24, -0.01)
C (-4.55, -3.16, 0.13)
O (-5.75, -3.21, 0.29)
C (-3.85, -1.84, 0.12)
C (-4.49, -0.62, 0.33)
Cl (-6.10, -0.22, 0.68)
N (-3.56, 0.36, 0.26)
N (-2.35, -0.16, 0.00)
C (-2.51, -1.48, -0.08)
C (-1.29, -2.32, -0.39)
O (-1.41, -3.54, -0.42)
O (-0.21, -1.65, -0.59)
C (-3.66, 1.78, 0.39)
C (-4.50, 2.50, -0.43)
C (-4.51, 3.88, -0.31)
C (-3.69, 4.52, 0.60)
C (-2.84, 3.78, 1.42)
C (-2.84, 2.39, 1.32)
H (-2.84, -4.00, -0.12)
H (-5.13, 2.00, -1.16)
H (-5.16, 4.47, -0.95)
H (-3.70, 5.60, 0.68)
H (-2.20, 4.27, 2.14)
H (-2.22, 1.79, 1.99)

---

10.
The following is a DFT calculation (ωB97M-V with the def2-TZVPD basis set) of an isolated ion of composition C19H13N6O5 and charge -1 at a distorted geometry.

Properties
Multiplicity: 1
Total charge: -1
HOMO-LUMO gap (eV): 7.0

Geometry (Å):
C (-3.80, 0.75, -1.82)
C (-2.96, 1.84, -1.64)
C (-1.60, 1.64, -1.43)
C (-1.12, 0.34, -1.19)
C (0.14, 0.13, -0.37)
C (1.22, 1.21, -0.63)
C (2.58, 0.86, -1.17)
C (3.39, 1.94, -1.58)
C (4.74, 1.77, -1.89)
C (5.31, 0.49, -1.86)
C (4.51, -0.61, -1.53)
C (3.15, -0.43, -1.21)
O (0.99, 2.39, -0.36)
C (-1.92, -0.74, -1.60)
C (-3.26, -0.54, -1.88)
H (-4.88, 0.90, -1.91)
H (-3.35, 2.87, -1.63)
H (-0.92, 2.48, -1.36)
H (0.53, -0.85, -0.67)
H (2.95, 2.94, -1.62)
H (5.34, 2.64, -2.16)
H (6.37, 0.35, -2.08)
H (4.94, -1.62, -1.50)
H (2.54, -1.30, -0.98)
H (-1.45, -1.73, -1.68)
H (-3.90, -1.39, -2.12)
O (-4.18, -2.40, 3.31)
N (-2.95, -2.59, 3.31)
O (-2.41, -3.56, 3.89)
C (-2.04, -1.70, 2.61)
C (-0.67, -2.01, 2.51)
C (0.19, -1.18, 1.84)
N (1.61, -1.36, 1.93)
O (2.06, -2.37, 2.50)
O (2.34, -0.45, 1.47)
C (-0.18, 0.09, 1.12)
N (-1.60, 0.37, 1.48)
N (-2.22, 1.55, 1.22)
N (-3.44, 1.44, 1.66)
N (-3.65, 0.24, 2.24)
C (-2.48, -0.43, 2.14)
H (-0.26, -2.89, 3.00)
H (0.34, 0.92, 1.62)

---

11.
The following is a DFT calculation (ωB97M-V with the def2-TZVPD basis set) of C19H14AsOPS4Tc as an isolated structure.

Properties
Multiplicity: 1
Total charge: +3
HOMO-LUMO gap (alpha / beta) (eV): 5.4 / 5.4

Geometry (Å):
Tc (-0.44, -2.25, -0.24)
O (1.53, -3.06, 0.25)
C (1.60, -1.98, -0.25)
C (2.44, -0.90, -0.60)
C (3.83, -0.97, -0.79)
C (4.48, 0.20, -1.16)
C (3.78, 1.39, -1.29)
C (2.39, 1.47, -1.05)
C (1.73, 0.31, -0.72)
P (0.00, 0.16, -0.28)
C (-0.19, -0.41, 1.40)
C (0.91, -0.57, 2.29)
C (0.68, -0.97, 3.58)
C (-0.62, -1.24, 4.02)
C (-1.71, -1.09, 3.18)
C (-1.51, -0.67, 1.87)
C (-0.93, 1.57, -0.74)
C (-0.88, 1.97, -2.08)
C (-1.53, 3.14, -2.45)
C (-2.22, 3.88, -1.49)
C (-2.27, 3.47, -0.16)
C (-1.63, 2.30, 0.22)
H (4.36, -1.90, -0.68)
H (5.55, 0.18, -1.34)
H (4.31, 2.29, -1.59)
H (1.87, 2.41, -1.12)
H (1.92, -0.34, 1.97)
H (1.51, -1.06, 4.27)
H (-0.78, -1.56, 5.05)
H (-2.71, -1.28, 3.54)
H (-2.37, -0.48, 1.23)
H (-0.35, 1.39, -2.83)
H (-1.50, 3.47, -3.48)
H (-2.73, 4.78, -1.79)
H (-2.79, 4.06, 0.57)
H (-1.66, 1.99, 1.26)
S (-3.88, -4.75, -3.26)
As (-2.68, -3.88, -1.72)
S (-2.42, -1.73, -1.28)
S (-0.65, -4.39, -1.14)
S (-4.43, -4.97, -1.16)